# 1
76
Properties=species:S:1:pos:R:3:forces:R:3 method="wB97M-V/def2-TZVPD" gap_ev="6.9726 / 3.0285" molar_mass_g_mol=795.717 lumo_energy_ev="-5.1697 / -9.1137" multiplicity=5 total_charge=+2 e_homo_ev="-12.1 / -12.1" de_lowest_ev=0.000 e_tot_ev=-86781.156
C -5.3792 -1.1400 -4.1242 1.211 0.279 0.538
P -1.7590 -0.7098 -2.3995 -2.473 1.226 -1.539
C -2.1937 2.0093 -3.1944 0.175 0.705 0.962
C 0.2965 -0.0265 1.9149 0.040 -0.351 -0.431
H -4.0308 0.6482 -4.1595 -0.198 -0.094 0.099
H 2.5067 -1.4447 -5.6895 0.022 -0.205 0.043
H -0.0147 3.5148 4.9181 -0.105 -0.136 -0.254
H 1.2904 2.6133 2.4458 0.097 -0.238 0.288
C 3.6301 0.3562 -3.9429 0.624 0.529 0.535
C -4.2757 -0.3457 -3.8277 -0.479 -0.824 0.028
H -2.4052 0.1662 3.9043 0.546 -0.137 0.516
H 2.6081 0.9319 4.3776 -0.582 -0.056 -0.216
H 1.5781 -2.1178 5.3066 -0.196 0.153 -0.073
C 2.5639 -2.3559 -5.1160 -0.548 0.064 1.591
H -1.3969 1.1041 -0.1586 -0.150 0.151 -0.321
C 4.6447 1.2055 -3.5127 -1.030 -0.777 0.249
H 1.9087 -4.0471 -2.3921 0.118 -0.043 -0.109
C -2.1532 3.2566 -2.5831 0.064 -0.995 -0.261
H 3.3681 0.0697 -4.9480 0.079 0.214 0.143
C 4.5415 1.3005 -2.0848 -0.942 -0.794 -0.261
H -1.7517 2.0426 5.2931 0.290 -0.562 -0.004
C -1.0997 0.5422 2.1981 -0.367 -0.313 -0.487
C -1.6635 1.6907 -1.0277 -0.245 0.534 -0.444
C 2.7979 -4.5042 -4.4207 0.742 0.671 -2.370
H -1.0228 1.2496 8.7522 0.288 -0.174 -0.147
C 1.4850 -1.1925 5.8992 0.971 -0.308 0.677
H -1.6969 3.8197 -0.4535 0.010 -0.030 -0.038
C 3.0020 -3.6153 -5.5171 0.084 -2.066 1.239
C -1.4665 0.6728 3.6569 -2.253 3.196 -1.022
Cl 0.2436 -0.7152 9.1884 -0.097 0.599 -0.342
N -3.4312 -1.0442 -2.9546 0.368 -0.776 0.179
H 0.9346 -0.4124 -5.0630 -0.062 0.172 0.353
C -1.8103 3.0585 -1.2090 0.014 -1.238 -0.277
H 3.4239 -3.8471 -6.4859 -0.086 -0.055 0.138
C 1.1646 -0.1342 3.1488 1.071 0.450 -0.503
C 2.2453 -3.7599 -3.3805 -0.315 2.356 -0.207
C -0.9824 -0.7156 -4.0948 0.233 -0.476 0.054
C 1.6246 1.0165 3.8852 1.006 -0.130 -0.675
H -3.4901 -3.0310 -2.1260 -0.182 0.040 -0.008
C 1.2265 2.4347 3.5319 0.371 0.689 -0.181
C 0.4898 -0.2647 -4.0694 -0.465 0.028 0.196
C -0.1641 2.8703 4.0401 0.403 0.524 0.312
H 1.1435 -1.4658 6.9060 0.120 0.045 -0.351
H 3.0320 -5.5549 -4.3954 -0.029 -0.041 0.005
H -1.5656 -0.1106 -4.8049 0.188 -0.233 0.295
H 0.7916 0.5755 1.1349 -0.003 -0.190 0.286
H 1.9660 3.1046 4.0042 -0.268 -0.248 -0.401
C -4.0063 -2.3112 -2.7465 -0.505 0.536 -0.464
H 0.5339 0.8141 -3.8515 0.120 -0.276 0.077
C -1.6316 -0.2402 7.3068 -2.244 -0.220 1.385
H -5.8727 -3.2333 -3.4660 0.059 0.051 0.058
H -2.3778 1.7460 -4.2215 -0.020 0.135 0.077
H 1.7906 -1.0332 3.1784 -0.049 0.361 0.047
O -1.3697 -0.6369 6.0885 0.658 0.071 -0.122
P 1.4670 -1.1275 -2.7346 1.806 1.498 -1.448
H -1.2388 1.5081 1.6832 0.064 -0.117 0.572
N -1.9323 1.0306 -2.2310 0.808 0.262 0.202
H 0.1647 -1.0387 1.5040 0.184 0.326 0.101
N 2.9172 -0.1065 -2.8347 -0.355 0.057 0.692
H -0.6499 3.5053 3.2850 -0.106 -0.254 0.153
C -1.0691 1.7571 4.4840 -1.939 0.300 -1.801
O -2.7025 -0.4128 7.8662 1.673 0.298 -0.864
C 3.4808 0.4925 -1.6955 0.510 0.277 -0.682
Os 0.1379 0.0153 4.9289 0.417 -3.965 2.507
H 5.3704 1.6967 -4.1474 -0.153 -0.077 0.090
H -1.8331 -0.1517 1.7459 0.231 0.442 0.253
H 3.0534 0.2866 -0.7222 0.164 0.033 -0.125
H -1.0554 -1.7634 -4.4427 -0.057 0.320 0.112
C -0.5517 0.4730 8.1441 -0.166 -0.366 -0.019
C -5.2050 -2.3862 -3.4397 1.013 0.430 0.299
H 2.4839 -0.7412 5.9842 -0.224 -0.206 0.022
N 2.1289 -2.4232 -3.7876 -0.267 -1.337 -0.224
H -2.3587 4.2033 -3.0673 0.080 -0.199 0.055
H -6.2094 -0.8588 -4.7588 0.152 -0.001 0.126
Cl 0.6123 1.3459 7.0125 0.145 0.558 1.124
H 5.1683 1.8911 -1.4353 -0.061 -0.073 -0.006

---

# 2
77
Properties=species:S:1:pos:R:3:forces:R:3 method="wB97M-V/def2-TZVPD" gap_ev="7.0111 / 7.3058" molar_mass_g_mol=688.401 lumo_energy_ev="2.1863 / 2.5152" multiplicity=2 total_charge=-1 e_homo_ev="-4.8 / -4.8" e_tot_ev=-156434.122
H 4.3041 -1.3824 -1.7356 -0.004 0.006 -0.009
H -0.7372 3.1719 2.2979 -0.068 0.088 0.097
H 0.1578 4.8368 -0.6336 0.036 0.054 0.038
H 0.8976 2.7476 -1.9006 0.069 0.105 -0.056
C 2.2503 -0.6604 5.1631 0.009 0.012 -0.027
P -0.1604 -1.0037 -2.4545 1.186 -0.596 -0.158
N 1.5813 1.2147 -0.7138 -0.621 -0.264 -0.426
H 2.6426 -4.7549 0.2982 0.010 0.001 0.016
C 2.8397 0.8210 3.3429 -0.005 0.093 -0.057
H 1.4736 -2.8417 -2.7285 0.039 0.042 0.039
C -2.6426 1.1586 2.0815 -0.046 0.287 -0.130
O -4.0944 1.6703 -0.7842 -0.072 0.003 0.009
C -0.6921 -0.0342 -3.9255 -0.451 -0.265 0.050
C 1.1285 -2.0292 -3.3680 -0.316 0.114 -0.136
C 2.6371 -3.6944 0.0753 0.023 -0.033 0.007
C 0.5544 0.1254 3.6361 0.062 -0.092 -0.071
H -3.4098 2.7182 0.8398 0.051 0.100 0.049
C -1.4208 -2.9046 -0.8816 0.012 -0.012 0.079
C 1.5065 0.8510 2.8903 0.054 -0.031 0.133
O -1.6480 0.5322 -0.6950 0.655 0.332 0.457
N -0.7194 3.1415 0.2385 0.286 -0.144 0.173
H -0.9629 -2.3595 -0.0659 -0.078 0.060 0.009
H 0.6970 -2.4653 -4.2758 0.057 -0.017 0.004
O 0.7477 -0.7726 0.9758 -1.292 -0.644 -0.200
C -1.5884 3.4071 -0.9257 -0.119 -0.064 0.050
H 1.9852 -1.4142 -3.6588 0.010 0.017 0.067
C 1.7462 2.5634 -1.2407 -0.062 -0.036 0.110
C 3.5714 -1.8201 -1.0652 -0.005 0.006 0.002
H -3.1616 0.9402 3.0199 0.118 0.046 0.078
H 4.2354 0.0549 4.7542 0.006 -0.009 -0.005
C 1.6631 -2.9010 0.6305 0.018 0.053 0.100
C 2.5114 0.3753 -0.9609 0.076 0.136 0.190
C -1.2629 -2.4456 -2.1797 -0.315 0.242 -0.432
C 3.6177 -3.1621 -0.7716 0.049 0.016 0.037
C -2.1811 -4.0389 -0.6211 -0.012 0.012 0.044
C 1.6080 -1.5170 0.3533 0.234 0.183 -0.020
H -1.7923 -2.7788 -4.2370 -0.018 0.029 -0.003
H 4.3906 -3.7946 -1.1868 -0.019 -0.007 -0.025
H -1.3409 -0.6066 -4.5911 0.049 0.029 -0.072
H -2.3096 -4.3737 0.4014 -0.005 0.007 -0.007
Se -3.3233 0.2537 -1.0078 0.257 -0.370 -0.221
C 0.9323 -0.6103 4.7598 -0.013 0.015 -0.007
C 3.1974 0.0733 4.4429 0.018 -0.027 0.067
H 0.9160 -3.3076 1.2990 -0.012 -0.016 -0.011
C -2.7674 2.6530 1.7176 0.022 0.039 0.011
H -1.0282 3.2436 -1.8439 -0.004 -0.015 -0.014
H -3.2761 3.1950 2.5198 0.018 -0.097 0.093
H -1.9185 4.4549 -0.8997 0.008 0.009 0.006
H 0.2191 0.2500 -4.4577 -0.015 0.030 0.018
H -3.4277 -5.5746 -1.4484 0.008 -0.004 0.000
H 2.4952 4.3546 -0.2417 -0.106 0.064 -0.166
H -1.2503 0.8436 -3.6106 -0.011 0.014 0.038
C -0.8311 0.2939 3.2839 -0.010 0.126 -0.096
H -2.4570 2.7607 -0.9396 0.010 0.066 0.017
C -2.6645 -4.2512 -2.9611 -0.003 0.032 -0.006
H 0.4220 4.7322 1.0932 -0.029 -0.092 0.054
Fe -0.0758 0.8568 0.4922 0.732 1.561 0.957
H 2.5452 -1.2475 6.0222 0.001 0.000 0.005
C 1.7727 3.5517 -0.0754 -0.061 0.008 -0.105
H -1.6820 4.4740 1.5648 0.028 0.019 -0.106
H -3.1750 -4.7537 -3.7745 0.022 -0.022 0.003
C -2.8092 -4.7092 -1.6554 -0.002 -0.016 -0.017
H 3.5752 1.3897 2.7872 0.013 -0.022 -0.006
N -1.2398 0.7971 2.1845 -0.241 -0.964 -0.317
C -1.8911 -3.1325 -3.2173 -0.043 -0.037 0.041
H 3.3608 0.7197 -1.5585 -0.012 -0.002 -0.018
O 1.1778 1.5662 1.8506 -0.168 0.077 -0.409
H 2.0834 3.0048 0.8075 0.163 0.080 0.009
O -3.8153 -0.8787 0.0396 -0.045 -0.116 0.099
H -1.5736 0.0577 4.0495 0.007 0.103 0.046
O -3.3528 -0.2027 -2.5528 0.041 -0.060 -0.221
H 0.1689 -1.1489 5.3112 -0.004 -0.002 0.005
C -1.4534 3.4004 1.5068 -0.095 0.015 -0.030
H -3.1018 0.5317 1.3244 -0.047 -0.005 0.218
C 2.5685 -0.9946 -0.5398 -0.049 -0.067 -0.046
H 2.6556 2.6364 -1.8448 0.039 -0.129 0.045
C 0.4011 4.1422 0.1746 -0.018 -0.054 0.062

---

# 3
75
Properties=species:S:1:pos:R:3:forces:R:3 method="wB97M-V/def2-TZVPD" gap_ev="6.8967 / 5.6427" molar_mass_g_mol=845.025 lumo_energy_ev="-0.5811 / -1.8143" multiplicity=2 total_charge=0 e_homo_ev="-7.5 / -7.5" de_lowest_ev=0.689 e_tot_ev=-219545.969
H 2.4069 -3.9020 -1.1461 -0.042 0.012 -0.056
C 0.8386 -3.6732 1.5938 0.022 -0.005 0.053
H -5.5173 0.8163 1.1593 0.002 0.006 0.001
Se 2.2631 -0.5099 1.1367 -0.033 0.099 0.094
C -1.0863 -0.2252 2.4089 -0.084 -0.194 -0.358
S 1.4205 0.3841 -2.1249 -0.060 0.025 0.133
C -4.7646 2.7427 1.7381 0.005 0.039 -0.042
C -0.2276 1.7560 3.4920 -0.007 -0.029 0.019
C 0.0091 -1.1306 -5.8894 0.155 -0.060 -0.061
C 0.3985 -1.8440 -3.4102 -0.071 0.019 -0.067
Pd 0.1511 -0.4196 -0.3745 0.252 -0.059 0.009
H 2.7724 -2.2743 -1.7680 -0.007 0.002 -0.006
C 2.4486 -2.6244 3.8932 0.074 0.059 -0.062
N -1.0475 -0.7472 1.3839 0.118 0.263 0.255
C -4.6830 1.5052 1.1121 0.006 0.015 0.003
H 0.4801 -0.5757 4.6271 0.055 -0.031 -0.002
H 2.7567 -3.6222 4.2215 0.005 0.030 -0.010
C -2.5157 -0.7895 -2.2598 0.016 -0.085 -0.003
C 0.7903 -0.5570 -3.4549 -0.021 -0.075 0.056
H -2.1021 3.3747 -5.5168 -0.003 -0.013 0.004
H -3.5008 0.1749 -0.0557 -0.033 0.054 0.019
C -0.5694 -0.3537 4.8006 -0.068 -0.042 0.017
H -5.6634 3.0247 2.2720 0.013 0.003 0.002
S -0.3808 -1.0724 -7.4803 -0.069 0.033 0.021
H -1.1305 3.5052 -3.2560 0.007 -0.015 -0.015
C -3.6860 3.6127 1.6732 -0.064 -0.014 -0.027
H -2.9625 1.5689 3.1641 0.024 -0.045 0.046
C -1.1246 0.5203 3.6740 -0.030 0.066 0.122
H -0.3078 4.1885 -0.9817 -0.017 -0.024 0.031
H -0.6569 0.1956 5.7392 0.002 -0.006 -0.017
H -2.6128 1.4714 4.8973 0.024 -0.006 -0.014
S -0.1728 -2.5369 -4.9039 -0.046 0.013 0.043
C 0.2365 3.2753 -0.7325 -0.027 -0.024 -0.063
Ge -0.9246 1.7146 -0.9094 0.021 0.070 0.175
H 2.5162 -3.6481 -2.9006 -0.006 0.015 -0.008
H 4.7755 -2.8090 1.6801 -0.023 -0.011 0.014
C -2.5777 0.9255 3.9527 0.043 -0.013 0.008
S 0.6837 0.2060 -5.0160 -0.100 0.040 0.007
H 0.5968 3.3503 0.2947 -0.001 -0.009 -0.022
C -3.1480 -1.9239 -2.6823 0.002 0.006 0.047
C -2.9455 0.2757 -4.4005 0.015 -0.027 0.042
H -3.2183 -2.7814 -2.0237 0.001 0.009 -0.009
H -1.7208 3.9564 0.9238 -0.016 -0.019 -0.026
C 2.2236 -3.1964 -1.9556 -0.030 -0.049 0.088
H -3.7345 4.5796 2.1588 -0.005 -0.008 0.001
C -3.6013 -0.9111 -4.8152 0.013 -0.030 0.005
C -3.7041 -1.9849 -3.9785 -0.008 0.035 -0.034
H -4.0082 -0.9519 -5.8191 0.004 -0.004 0.021
H 4.0390 -4.4134 1.7972 -0.003 0.007 -0.010
H 1.4864 -2.4115 4.3553 -0.044 0.009 0.027
S 0.4430 -2.8540 -1.9703 -0.002 0.016 -0.101
H 3.1793 -1.9045 4.2677 -0.020 -0.014 -0.019
C -2.3907 0.3461 -3.0975 -0.038 0.070 -0.087
H -1.1252 -1.2875 4.8951 0.015 -0.003 0.004
C -2.5427 3.2503 0.9693 0.050 0.019 0.032
C -1.7263 1.5391 -2.6842 0.046 -0.023 0.010
H -0.0842 -3.2032 1.9393 0.021 -0.001 -0.013
H 0.9442 -4.6299 2.1154 -0.008 0.008 -0.011
C -3.5345 1.1466 0.4216 -0.018 -0.042 -0.021
H -3.2208 0.0483 4.0379 0.004 0.012 0.001
C 3.9123 -3.4092 1.3824 -0.005 -0.014 -0.075
Si 2.3328 -2.6184 2.0167 -0.004 -0.072 -0.048
H 3.9274 -3.4772 0.2921 0.025 0.015 0.133
H -4.2016 -2.8880 -4.3081 0.011 0.006 0.001
C -1.6398 2.5948 -3.5536 0.003 -0.008 0.040
H 0.7242 -3.8873 0.5325 0.010 0.024 -0.020
H -2.0835 -0.7568 -1.2593 -0.077 -0.061 -0.114
H 1.0904 3.1848 -1.3989 0.010 -0.025 0.001
H -0.6227 2.4108 2.7175 -0.001 0.016 -0.034
C -2.8286 1.3917 -5.2653 0.039 0.028 -0.010
H -3.2389 1.3187 -6.2654 -0.001 0.009 0.010
H 0.7869 1.4558 3.2274 -0.004 0.018 -0.017
C -2.1954 2.5259 -4.8511 -0.010 -0.023 -0.036
C -2.4453 2.0152 0.3265 0.008 0.028 -0.066
H -0.2032 2.3058 4.4345 -0.014 -0.011 -0.007